Record 1
Below is 2 unconnected molecules or ions with the total composition C25H20F3NO2 in a non-equilibrium geometry, with properties calculated with ωB97M-V with the def2-TZVPD basis set.

Geometry as ORCA input:
```
! RIJCOSX wB97M-V def2-TZVPD def2/J DEFGRID3
* xyz 0 1
C -0.557 -4.358 -1.509
C -1.370 -3.156 -1.106
O -0.639 -1.976 -1.492
C -1.295 -0.829 -1.144
C -0.603 0.342 -1.605
C -1.188 1.604 -1.684
C -2.441 1.938 -1.067
C -2.903 3.240 -1.075
C -2.159 4.256 -1.699
C -2.601 5.617 -1.645
N -2.954 6.733 -1.603
C -0.976 3.933 -2.388
C -0.487 2.647 -2.373
O -2.324 -0.875 -0.455
H -0.944 -5.251 -1.007
H -0.638 -4.522 -2.589
H 0.500 -4.251 -1.252
H -2.351 -3.152 -1.611
H -1.534 -3.141 -0.020
H 0.387 0.190 -2.012
H -2.987 1.142 -0.563
H -3.852 3.488 -0.588
H -0.443 4.722 -2.927
H 0.450 2.396 -2.877
F 2.561 -5.236 0.425
C 1.857 -5.034 1.589
F 0.808 -5.911 1.561
F 2.674 -5.417 2.617
C 1.422 -3.607 1.726
C 0.115 -3.300 2.103
C -0.304 -1.987 2.041
C 0.586 -0.939 1.649
C 0.055 0.361 1.463
C 0.772 1.560 1.186
C 0.253 2.798 1.670
C 0.908 3.992 1.424
C 2.073 4.011 0.639
C 2.571 2.816 0.105
C 1.924 1.609 0.349
C 1.960 -1.283 1.486
C 2.358 -2.606 1.471
H -0.569 -4.095 2.395
H -1.338 -1.734 2.277
H -1.013 0.466 1.666
H -0.673 2.774 2.251
H 0.511 4.921 1.836
H 2.576 4.956 0.433
H 3.468 2.827 -0.517
H 2.265 0.698 -0.145
H 2.702 -0.502 1.344
H 3.387 -2.877 1.246
*
```

Values from the calculation:
gap between HOMO and LUMO: 0.14461 Eh
energy above the lowest of the compared OMol25 structures with the same formula, charge and spin: 15.1 kcal/mol
largest force on an atom: 2.4 eV Å⁻¹
DFT total energy: -1469.4272 Ha
E_HOMO: -0.2495 Eh
E_LUMO: -2.9 eV

Atomic partial charges in e from the Löwdin method, atoms 1 to 4: -0.064 -0.238 -0.019 -0.503


Record 2
Below is C5H6O in the gas phase in a non-equilibrium geometry, with properties calculated with ωB97M-V with the def2-TZVPD basis set.

Geometry as ORCA input:
```
! RIJCOSX wB97M-V def2-TZVPD def2/J DEFGRID3
* xyz 0 1
C 2.556 0.318 0.199
C 1.277 0.202 0.035
C 0.056 -0.160 0.102
C -1.047 -1.040 -0.282
C -1.277 0.251 0.497
O -1.834 1.370 -0.118
H 2.562 -0.786 0.445
H 3.139 1.043 -0.379
H -1.309 -1.123 -1.328
H -1.134 -1.962 0.297
H -1.556 0.195 1.541
H -1.290 1.595 -0.886
*
```

Values from the calculation:
gap between HOMO and LUMO: 0.35031 Eh
energy above the lowest of the compared OMol25 structures with the same formula, charge and spin: 98.6 kcal/mol
largest force on an atom: 2.7 eV Å⁻¹
structure (SMILES): C=C=C1C[C@@H]1O
DFT total energy: -269.1892 Ha
E_HOMO: -0.3181 Eh
E_LUMO: 0.9 eV

Atomic partial charges in e from the Löwdin method, atoms 1 to 4: 0.003 -0.088 -0.218 -0.025


Record 3
Below is 2 unconnected molecules or ions with the total composition C4H9N3O2 in a non-equilibrium geometry, with properties calculated with ωB97M-V with the def2-TZVPD basis set.

Geometry as ORCA input:
```
! RIJCOSX wB97M-V def2-TZVPD def2/J DEFGRID3
* xyz 0 1
N -0.154 0.415 -2.260
N 0.928 0.403 -1.343
C 1.266 1.567 -0.662
O 0.771 2.625 -0.954
O 2.315 1.440 0.161
H 0.197 0.706 -3.175
H -0.777 1.175 -1.979
H 1.331 -0.507 -1.158
H 2.527 0.511 0.361
C -1.783 -0.436 0.890
C -0.811 -1.303 1.693
C 0.534 -1.291 1.063
N 1.662 -1.308 0.847
H -1.543 0.618 1.014
H -2.795 -0.582 1.261
H -1.767 -0.696 -0.167
H -1.135 -2.348 1.669
H -0.767 -0.989 2.739
*
```

Values from the calculation:
gap between HOMO and LUMO: 0.36285 Eh
energy above the lowest of the compared OMol25 structures with the same formula, charge and spin: 27.9 kcal/mol
largest force on an atom: 2.3 eV Å⁻¹
structure (SMILES): NNC(=O)O.CCC#N
DFT total energy: -472.5492 Ha
E_HOMO: -0.3433 Eh
E_LUMO: 0.5 eV

Atomic partial charges in e from the Löwdin method, atoms 1 to 4: 0.026 -0.038 -0.627 0.079


Record 4
Below is C3H5NOS in the gas phase in a non-equilibrium geometry, with properties calculated with ωB97M-V with the def2-TZVPD basis set.

Geometry as ORCA input:
```
! RIJCOSX wB97M-V def2-TZVPD def2/J DEFGRID3
* xyz 0 1
C 1.094 0.737 0.064
C -0.784 -1.019 -0.023
C -1.539 0.328 0.028
N -0.144 0.271 0.155
O 3.640 0.383 -0.234
S 2.422 -0.391 0.034
H 1.141 1.760 0.031
H -0.808 -1.766 0.882
H -0.703 -1.692 -0.892
H -2.192 0.590 0.780
H -2.127 0.798 -0.824
*
```

Values from the calculation:
gap between HOMO and LUMO (alpha / beta): 0.28945 / 0.28942 Eh
energy above the lowest of the compared OMol25 structures with the same formula, charge and spin: 102.2 kcal/mol
largest force on an atom: 3.9 eV Å⁻¹
DFT total energy: -645.3489 Ha
E_HOMO (alpha / beta): -0.2749 / -0.2749 Eh
E_LUMO (alpha / beta): 0.4 / 0.4 eV

Atomic partial charges in e from the Löwdin method, atoms 1 to 4: -0.302 -0.089 -0.101 -0.180


Record 5
Below is 3 unconnected molecules or ions with the total composition C2H8N2O4 in a non-equilibrium geometry, with properties calculated with ωB97M-V with the def2-TZVPD basis set.

Geometry as ORCA input:
```
! RIJCOSX wB97M-V def2-TZVPD def2/J DEFGRID3
* xyz 0 1
N 1.533 0.372 -0.555
C 0.262 0.115 -0.119
O -0.167 -1.029 -0.103
N -0.668 1.182 0.353
C -0.208 2.365 0.849
O 1.033 2.508 1.003
H 1.986 1.243 -0.470
H 1.937 -0.413 -1.063
H -1.636 0.927 0.365
H -0.952 3.146 1.000
O 1.634 -2.167 -1.417
H 0.932 -2.250 -0.739
H 1.135 -2.081 -2.267
O -2.591 -1.089 1.036
H -2.288 -1.369 1.862
H -1.942 -1.459 0.266
*
```

Values from the calculation:
gap between HOMO and LUMO: 0.40548 Eh
energy above the lowest of the compared OMol25 structures with the same formula, charge and spin: 29.5 kcal/mol
largest force on an atom: 4.8 eV Å⁻¹
structure (SMILES): NC(=O)NC=O.O.O
DFT total energy: -491.5023 Ha
E_HOMO: -0.3842 Eh
E_LUMO: 0.6 eV

Atomic partial charges in e from the Löwdin method, atoms 1 to 4: 0.201 -0.435 -0.015 0.139


Record 6
Below is a molecular structure, C35H38N5O6PSSe2Sr, with properties calculated with ωB97M-V with the def2-TZVPD basis set.

Geometry as ORCA input:
```
! RIJCOSX wB97M-V def2-TZVPD def2/J DEFGRID3
* xyz -2 1
Sr -0.985 0.104 -1.031
N -2.739 -0.363 1.085
C -3.929 -0.899 0.398
C -3.525 -2.041 -0.547
O -3.980 -3.177 -0.312
N -2.705 -1.663 -1.522
C -2.161 -2.713 -2.362
C -0.646 -2.686 -2.603
O -0.195 -3.633 -3.287
O 0.058 -1.760 -2.109
H -2.340 -1.084 1.680
H -2.982 0.424 1.677
H -4.362 -0.079 -0.179
H -4.674 -1.313 1.082
H -2.610 -2.689 -3.365
H -2.381 -3.708 -1.965
O -1.569 5.627 -0.998
C -0.679 4.778 -0.275
C -1.348 4.123 0.936
C -1.621 5.250 1.942
O -2.337 4.838 3.113
C -2.723 3.531 0.545
Se -2.875 2.599 -1.180
C -0.423 3.084 1.624
Se 0.918 2.050 0.600
H -2.130 5.012 -1.502
H 0.163 5.395 0.053
H -0.284 3.995 -0.921
H -2.167 6.051 1.432
H -0.673 5.655 2.305
H -3.078 4.303 2.808
H -3.455 4.342 0.511
H -3.046 2.839 1.330
H -1.065 2.382 2.163
H 0.145 3.602 2.398
O 1.403 -4.946 -1.430
N 2.039 -4.021 -0.639
C 2.437 -2.971 -1.227
C 3.115 -1.879 -0.502
C 4.227 -1.336 -1.148
C 4.956 -0.297 -0.597
C 4.559 0.236 0.618
C 3.440 -0.273 1.259
C 2.703 -1.334 0.727
P 1.048 -1.725 1.438
C 1.075 -0.881 3.082
C 0.016 -0.028 3.374
C -0.083 0.597 4.610
C 0.891 0.380 5.573
C 1.952 -0.474 5.300
C 2.036 -1.106 4.067
C 1.199 -3.438 2.087
C 0.027 -4.178 2.205
C 0.053 -5.465 2.726
C 1.254 -6.027 3.130
C 2.432 -5.300 3.001
C 2.403 -4.017 2.481
H 0.982 -4.473 -2.193
H 2.322 -2.844 -2.304
H 4.511 -1.745 -2.111
H 5.809 0.109 -1.127
H 5.082 1.079 1.051
H 3.098 0.210 2.165
H -0.718 0.170 2.605
H -0.906 1.273 4.804
H 0.825 0.875 6.535
H 2.716 -0.651 6.048
H 2.863 -1.777 3.871
H -0.908 -3.760 1.849
H -0.867 -6.032 2.794
H 1.278 -7.035 3.526
H 3.377 -5.744 3.289
H 3.329 -3.471 2.336
N -3.470 0.335 -3.770
C -2.371 0.960 -4.231
N -1.220 0.944 -3.639
C -0.267 1.633 -4.365
C 1.053 1.838 -3.970
C 1.888 2.582 -4.783
C 1.430 3.128 -5.983
C 0.116 2.943 -6.384
C -0.718 2.194 -5.569
S -2.405 1.799 -5.783
H -3.398 -0.194 -2.893
H -4.374 0.691 -4.021
H 1.403 1.434 -3.028
H 2.912 2.752 -4.476
H 2.101 3.711 -6.601
H -0.248 3.376 -7.306
*
```

Values from the calculation:
gap between HOMO and LUMO: 0.20903 Eh
energy above the lowest of the compared OMol25 structures with the same formula, charge and spin: 0.0 kcal/mol
largest force on an atom: 0.9 eV Å⁻¹
DFT total energy: -7655.0856 Ha
E_HOMO: -0.0668 Eh
E_LUMO: 3.9 eV

Atomic partial charges in e from the Löwdin method, atoms 1 to 4: 0.985 -0.048 -0.209 -0.600


> Among the records above, which one has the lowest energy above the lowest of the compared OMol25 structures with the same formula, charge and spin?

C35H38N5O6PSSe2Sr


Repeat the second record exactly.
Below is C5H6O in the gas phase in a non-equilibrium geometry, with properties calculated with ωB97M-V with the def2-TZVPD basis set.

Geometry as ORCA input:
```
! RIJCOSX wB97M-V def2-TZVPD def2/J DEFGRID3
* xyz 0 1
C 2.556 0.318 0.199
C 1.277 0.202 0.035
C 0.056 -0.160 0.102
C -1.047 -1.040 -0.282
C -1.277 0.251 0.497
O -1.834 1.370 -0.118
H 2.562 -0.786 0.445
H 3.139 1.043 -0.379
H -1.309 -1.123 -1.328
H -1.134 -1.962 0.297
H -1.556 0.195 1.541
H -1.290 1.595 -0.886
*
```

Values from the calculation:
gap between HOMO and LUMO: 0.35031 Eh
energy above the lowest of the compared OMol25 structures with the same formula, charge and spin: 98.6 kcal/mol
largest force on an atom: 2.7 eV Å⁻¹
structure (SMILES): C=C=C1C[C@@H]1O
DFT total energy: -269.1892 Ha
E_HOMO: -0.3181 Eh
E_LUMO: 0.9 eV

Atomic partial charges in e from the Löwdin method, atoms 1 to 4: 0.003 -0.088 -0.218 -0.025